C2H3FN3O2S | wB97M-V/def2-TZVPD

Geometry as XYZ:
```
12
Properties=species:S:1:pos:R:3
F 3.114 -1.187 -0.717
S 2.063 0.067 -0.729
C 0.552 -0.843 -0.753
C -0.589 -0.150 -0.796
O 2.275 0.721 0.528
O 2.305 0.725 -1.980
H 0.677 -1.928 -0.728
H -1.543 -0.674 -0.793
H -0.588 0.941 -0.813
N -1.761 0.132 2.205
N -2.755 0.776 2.263
N -3.749 1.419 2.314
```

Results
- calculated total energy (eV) = -24238.9799
- relative energy (zero: lowest compared OMol25 entry of this formula, charge and spin) (kcal/mol) = 0.0
- total charge = -1
- HOMO (eV) = -2.8
- gap between HOMO and LUMO (eV) = 5.95
- LUMO energy (eV) = 3.12

Löwdin atomic charge list, values in e, 2 entries:
1 F -0.224
2 S 0.647

CH2F2N | wB97M-V/def2-TZVPD

Geometry as XYZ:
```
6
Properties=species:S:1:pos:R:3
C -0.217 -0.167 0.113
N -1.837 -1.361 -0.026
F -2.710 -0.904 0.859
F -1.543 -2.607 0.214
H 0.499 -0.525 -0.501
H -0.300 0.923 -0.040
```

Results
- calculated total energy (eV) = -7976.5859
- relative energy (zero: lowest compared OMol25 entry of this formula, charge and spin) (kcal/mol) = 96.5
- total charge = +1
- HOMO (spin up / spin down) (eV) = -18.4 / -18.5
- gap between HOMO and LUMO (spin up / spin down) (eV) = 9.75 / 8.91
- LUMO energy (spin up / spin down) (eV) = -8.63 / -9.55

Löwdin atomic charge list, values in e, 2 entries:
1 C 0.523
2 N 0.081

C30H28As2BrFeO14S2 | wB97M-V/def2-TZVPD

Geometry as XYZ:
```
78
Properties=species:S:1:pos:R:3
Fe 0.976 -1.924 -0.865
O 0.690 -0.255 -2.158
S -0.217 -0.947 -3.116
O -1.241 -0.113 -3.669
O -0.691 -2.149 -2.404
C 0.802 -1.512 -4.469
C 0.345 -1.165 -5.731
C 1.020 -1.579 -6.871
C 2.159 -2.352 -6.750
C 2.628 -2.698 -5.490
C 1.969 -2.284 -4.343
S 2.766 -2.755 -2.803
O 3.091 -1.522 -2.098
O 3.844 -3.623 -3.158
O 1.705 -3.439 -1.980
H -0.551 -0.566 -5.808
H 0.646 -1.296 -7.846
H 2.693 -2.689 -7.628
H 3.521 -3.296 -5.380
Br 2.814 -1.561 0.988
C 2.035 -2.817 2.180
C 2.492 -2.937 3.454
C 1.901 -3.904 4.298
C 0.899 -4.707 3.837
C 0.418 -4.590 2.508
C -0.611 -5.418 1.999
C -1.045 -5.285 0.712
C -0.490 -4.301 -0.142
C 0.476 -3.486 0.350
C 0.989 -3.608 1.657
H 3.292 -2.305 3.815
H 2.259 -4.004 5.314
H 0.454 -5.455 4.483
H -1.039 -6.170 2.650
H -1.821 -5.935 0.328
H -0.832 -4.202 -1.164
C 0.320 -0.220 3.574
O 1.439 0.654 3.827
C 1.365 1.925 3.415
O 2.139 2.750 3.824
C 0.403 2.219 2.300
C -0.747 2.834 2.573
As -2.328 3.147 1.417
C -2.184 5.094 1.212
C -1.563 2.520 -0.241
C -0.727 1.371 -0.096
As 1.089 1.636 0.524
C 1.406 3.427 -0.198
C -1.253 0.025 -0.014
O -0.571 -0.985 0.227
O -2.552 -0.060 -0.192
C -3.103 -1.393 -0.236
C -1.718 3.225 -1.512
O -0.925 3.186 -2.419
O -2.847 3.962 -1.532
C -3.057 4.696 -2.746
C -1.103 3.143 4.009
O -1.707 2.346 4.676
O -0.783 4.340 4.505
C 0.232 5.149 3.890
H 0.503 -1.103 4.181
H 0.274 -0.503 2.522
H -0.611 0.249 3.887
H -2.255 5.538 2.203
H -3.029 5.425 0.613
H -1.253 5.396 0.736
H 0.622 4.126 0.084
H 1.455 3.343 -1.283
H 2.362 3.774 0.190
H -4.166 -1.253 -0.394
H -2.911 -1.904 0.706
H -2.648 -1.940 -1.059
H -4.006 5.207 -2.621
H -3.095 4.017 -3.595
H -2.252 5.413 -2.901
H -0.015 6.178 4.136
H 0.253 5.020 2.810
H 1.201 4.875 4.300
```

Results
- spin multiplicity = 6
- calculated total energy (eV) = -308002.9346
- relative energy (zero: lowest compared OMol25 entry of this formula, charge and spin) (kcal/mol) = 57.6
- total charge = 0
- HOMO (spin up / spin down) (eV) = -8.5 / -8.8
- gap between HOMO and LUMO (spin up / spin down) (eV) = 6.89 / 6.57
- LUMO energy (spin up / spin down) (eV) = -1.62 / -2.25

Löwdin atomic charge list, values in e, 2 entries:
1 Fe 0.623
2 O -0.375

C2H7INOPS2 | wB97M-V/def2-TZVPD

Geometry as XYZ:
```
15
Properties=species:S:1:pos:R:3
C 2.903 -0.290 -0.419
C 1.588 -0.079 -1.237
N -4.111 0.732 0.453
O -0.699 -1.279 2.333
P 0.269 -0.352 1.788
S -1.114 1.502 1.029
S 0.336 -1.114 -0.513
I -2.334 -0.127 -0.168
H 3.297 -1.284 -0.319
H 3.675 0.272 -0.802
H 2.682 0.350 0.431
H 1.638 -0.135 -2.370
H 1.127 0.884 -1.039
H -4.428 0.073 1.147
H -4.831 0.844 -0.314
```

Results
- calculated total energy (eV) = -44782.9252
- relative energy (zero: lowest compared OMol25 entry of this formula, charge and spin) (kcal/mol) = 48.0
- total charge = 0
- HOMO (eV) = -8.4
- gap between HOMO and LUMO (eV) = 7.29
- LUMO energy (eV) = -1.08

Löwdin atomic charge list, values in e, 2 entries:
1 C -0.176
2 C -0.641